(1)
The following is a quantum chemistry calculation of a 10-piece molecular cluster, C52H108O8 overall in a non-equilibrium geometry, from OMol25.

As for the SMILES: O=C1CCCO1.O=C1CCCO1.O=C1CCCO1.O=C1CCCO1.CCCCCC.CCCCCC.CCCCCC.CCCCCC.CCCCCC.CCCCCC. As for the total energy: -72055.0958 eV. The HOMO-LUMO gap is 10.81 eV. The value obtained for the LUMO energy is 0.0254 hartree. The calculation puts the relative energy (zero: lowest compared OMol25 entry of this formula, charge and spin) at 0.0 kcal per mole. As for the molar mass: 861.43 g mol⁻¹. For the max |F|, the calculation gives 3.594 eV Å⁻¹.

Atoms and positions in Å:
C  13.42  1.30  20.35
C  12.59  1.16  21.57
C  11.71  -0.17  21.50
C  10.89  -0.26  22.76
C  10.29  -1.62  22.94
C  9.23  -1.90  21.78
H  14.13  2.19  20.47
H  12.79  1.43  19.45
H  13.93  0.35  20.15
H  13.20  1.19  22.46
H  11.95  2.05  21.59
H  12.33  -1.03  21.24
H  11.13  -0.17  20.61
H  11.42  0.04  23.70
H  10.02  0.44  22.64
H  10.93  -2.48  22.93
H  9.74  -1.61  23.90
H  8.46  -2.56  22.20
H  8.69  -1.09  21.32
H  9.67  -2.48  20.90
C  4.60  2.06  28.06
C  3.84  1.96  26.69
C  3.25  3.33  26.23
C  2.54  3.31  24.92
C  2.08  4.64  24.43
C  1.41  4.57  23.11
H  5.05  1.06  28.32
H  3.94  2.26  28.90
H  5.38  2.82  27.89
H  4.42  1.56  25.84
H  2.95  1.30  26.84
H  4.16  3.97  26.08
H  2.61  3.83  26.95
H  3.13  2.82  24.21
H  1.66  2.67  25.01
H  1.34  5.06  25.19
H  2.93  5.30  24.29
H  2.11  4.09  22.43
H  0.46  3.95  23.17
H  1.12  5.55  22.71
C  4.53  -4.20  26.47
C  3.71  -4.17  25.22
C  3.64  -2.88  24.44
C  5.05  -2.37  23.95
C  4.92  -0.98  23.42
C  6.21  -0.46  22.87
H  4.39  -5.15  27.09
H  4.27  -3.30  27.07
H  5.60  -4.04  26.24
H  4.25  -4.81  24.54
H  2.67  -4.51  25.45
H  3.12  -2.09  25.10
H  2.96  -3.04  23.61
H  5.86  -2.45  24.63
H  5.37  -3.12  23.14
H  4.23  -0.97  22.55
H  4.58  -0.33  24.28
H  6.38  -0.95  21.94
H  6.13  0.57  22.65
H  7.06  -0.66  23.54
C  7.64  -0.51  26.79
C  8.86  -0.92  27.65
C  9.19  -2.41  27.60
C  10.38  -2.76  28.57
C  10.62  -4.24  28.57
C  11.41  -4.75  27.35
H  7.99  -0.44  25.74
H  7.14  0.45  27.07
H  6.81  -1.27  26.89
H  9.71  -0.29  27.31
H  8.53  -0.58  28.65
H  9.39  -2.81  26.62
H  8.33  -2.97  27.95
H  11.32  -2.26  28.28
H  10.08  -2.50  29.63
H  11.21  -4.54  29.42
H  9.71  -4.81  28.67
H  10.73  -4.77  26.45
H  12.27  -4.11  27.12
H  11.84  -5.67  27.55
C  7.59  -0.06  18.52
C  7.67  1.41  18.96
C  9.06  1.86  19.37
C  9.35  3.32  19.26
C  10.83  3.79  19.18
C  11.03  5.28  19.05
H  8.14  -0.12  17.57
H  6.59  -0.49  18.51
H  8.17  -0.65  19.22
H  7.22  2.10  18.19
H  7.04  1.61  19.87
H  9.68  1.33  18.62
H  9.35  1.44  20.37
H  8.78  3.74  18.41
H  8.95  3.83  20.17
H  11.39  3.43  20.00
H  11.27  3.31  18.33
H  10.67  5.83  19.92
H  12.12  5.49  18.94
H  10.48  5.57  18.13
C  13.99  -1.39  27.19
C  13.28  -0.52  26.17
C  12.76  0.78  26.83
C  13.97  1.60  27.35
C  13.53  2.73  28.23
C  14.55  3.81  28.51
H  13.39  -1.69  28.05
H  14.86  -0.78  27.47
H  14.39  -2.33  26.79
H  13.93  -0.26  25.32
H  12.50  -1.04  25.56
H  12.18  0.54  27.75
H  12.07  1.25  26.09
H  14.72  0.97  27.83
H  14.52  2.05  26.51
H  12.71  3.26  27.70
H  13.07  2.41  29.14
H  14.07  4.63  29.08
H  15.43  3.49  29.04
H  14.85  4.28  27.58
O  11.66  4.36  23.29
C  12.44  5.09  23.91
O  12.70  6.30  23.44
C  13.61  6.98  24.40
C  14.28  5.83  25.16
C  13.11  4.82  25.21
H  12.95  7.58  24.99
H  14.27  7.60  23.72
H  14.44  6.20  26.15
H  15.23  5.47  24.70
H  12.53  5.05  26.10
H  13.37  3.75  25.26
O  6.76  4.40  25.06
C  7.67  3.61  25.30
O  8.37  3.76  26.47
C  9.50  2.87  26.53
C  9.57  2.18  25.17
C  8.20  2.40  24.59
H  9.35  2.16  27.34
H  10.37  3.52  26.67
H  9.77  1.13  25.22
H  10.34  2.68  24.53
H  7.49  1.58  24.84
H  8.12  2.48  23.53
O  10.68  6.21  27.22
C  9.58  6.36  27.72
O  9.36  6.21  29.06
C  7.95  6.48  29.32
C  7.25  6.31  27.98
C  8.33  6.73  27.04
H  7.82  7.51  29.65
H  7.60  5.77  30.06
H  6.36  6.87  27.88
H  7.22  5.20  27.86
H  8.23  7.76  26.72
H  8.19  6.24  26.08
O  4.03  1.97  21.64
C  4.82  2.78  21.22
O  6.05  2.88  21.77
C  6.67  4.08  21.31
C  6.04  4.39  20.00
C  4.66  3.77  20.15
H  7.72  3.93  21.35
H  6.54  4.87  22.01
H  6.72  4.15  19.15
H  5.92  5.46  19.92
H  4.27  3.38  19.25
H  3.96  4.47  20.50

These are the Mulliken partial charges, in e, on atoms 1 to 99:
1. C -1.486
2. C 0.663
3. C -1.297
4. C 2.573
5. C -0.429
6. C -0.914
7. H 0.324
8. H 0.227
9. H 0.453
10. H 0.242
11. H -0.260
12. H 0.665
13. H 0.339
14. H -1.123
15. H -0.903
16. H 0.629
17. H -0.263
18. H 0.504
19. H -0.334
20. H 0.386
21. C -0.907
22. C 0.322
23. C -0.452
24. C -0.238
25. C -0.209
26. C -1.046
27. H 0.253
28. H 0.444
29. H -0.036
30. H -0.418
31. H 0.501
32. H -0.020
33. H 0.421
34. H -0.140
35. H 0.370
36. H 0.261
37. H 0.223
38. H 0.070
39. H 0.302
40. H 0.381
41. C -0.877
42. C -0.577
43. C -0.434
44. C -0.352
45. C 0.312
46. C 0.202
47. H 0.340
48. H 0.220
49. H 0.155
50. H 0.285
51. H 0.316
52. H 0.189
53. H 0.358
54. H 0.172
55. H 0.233
56. H 0.323
57. H -0.465
58. H 0.765
59. H -0.775
60. H -0.249
61. C 0.282
62. C 0.643
63. C -0.803
64. C 0.477
65. C -0.779
66. C -0.937
67. H -0.715
68. H -0.198
69. H 0.504
70. H -0.737
71. H 0.309
72. H 0.292
73. H 0.321
74. H -0.640
75. H 0.349
76. H 0.397
77. H 0.347
78. H 0.248
79. H 0.118
80. H 0.442
81. C -1.384
82. C 0.604
83. C 0.767
84. C -0.317
85. C 0.026
86. C -1.550
87. H 0.434
88. H 0.433
89. H 0.127
90. H 0.469
91. H -0.848
92. H 0.598
93. H -0.784
94. H 0.508
95. H -0.531
96. H -0.257
97. H 0.508
98. H 0.279
99. H 0.432

---

(2)
The following is a quantum chemistry calculation of C6H7NO3 as an isolated structure in a non-equilibrium geometry, from OMol25.

As for the total energy: -13964.1170 eV. The HOMO-LUMO gap is 9.09 eV. The value obtained for the LUMO energy is 0.0267 hartree. The calculation puts the relative energy (zero: lowest compared OMol25 entry of this formula, charge and spin) at 88.7 kcal per mole. As for the molar mass: 141.13 g mol⁻¹. For the max |F|, the calculation gives 4.350 eV Å⁻¹.

Atoms and positions in Å:
C  -0.65  -0.96  0.27
C  -1.73  -0.18  0.12
C  1.67  -1.30  0.35
C  -0.12  1.40  0.10
C  -3.19  -0.46  0.03
C  3.13  0.45  -0.35
N  0.56  -0.32  0.27
O  0.59  2.34  0.12
O  -1.37  1.18  0.04
O  2.83  -0.87  0.09
H  -0.67  -2.04  0.35
H  -3.63  -0.53  1.02
H  -3.37  -1.39  -0.50
H  -3.67  0.35  -0.51
H  2.70  0.60  -1.34
H  4.21  0.55  -0.39
H  2.70  1.19  0.33

Per-atom natural (NBO) charges, elementary charge units:
1. C -0.027
2. C 0.170
3. C 0.395
4. C 0.974
5. C -0.650
6. C -0.286
7. N -0.655
8. O -0.531
9. O -0.446
10. O -0.477
11. H 0.235
12. H 0.224
13. H 0.236
14. H 0.233
15. H 0.195
16. H 0.202
17. H 0.210

---

(3)
The following is a quantum chemistry calculation of a 2-piece molecular cluster, C3H12N2O overall in a non-equilibrium geometry, from OMol25.

As for the total energy: -8323.1087 eV. The HOMO-LUMO gap (spin up / spin down) is 9.03 / 3.37 eV. Its multiplicity is 2. The value obtained for the LUMO energy (spin up / spin down) is -0.1340 / -0.3418 hartree. The calculation puts the relative energy (zero: lowest compared OMol25 entry of this formula, charge and spin) at 40.2 kcal per mole. As for the molar mass: 92.14 g mol⁻¹. The net charge is +1. For the max |F|, the calculation gives 2.640 eV Å⁻¹. As for the expectation value of S²: 0.757.

Atoms and positions in Å:
C  -2.33  2.00  1.26
O  -1.03  1.48  1.18
C  -2.28  3.43  1.76
H  -2.96  1.43  1.95
H  -2.85  2.02  0.30
H  -1.03  0.52  1.27
H  -2.01  3.61  2.79
H  -3.22  3.90  1.48
H  -1.51  3.93  1.18
N  2.25  -2.90  -2.69
C  2.06  -1.99  -1.64
N  2.40  -2.63  -0.38
H  1.49  -3.54  -2.95
H  3.04  -3.53  -2.54
H  1.12  -1.46  -1.39
H  2.72  -1.11  -1.78
H  2.51  -1.92  0.33
H  1.62  -3.24  -0.13

Per-atom natural (NBO) charges, elementary charge units:
1. C -0.064
2. O -0.730
3. C -0.625
4. H 0.162
5. H 0.156
6. H 0.459
7. H 0.216
8. H 0.216
9. H 0.211
10. N -0.499
11. C -0.143
12. N -0.561
13. H 0.413
14. H 0.412
15. H 0.280
16. H 0.284
17. H 0.414
18. H 0.399

---

(4)
The following is a quantum chemistry calculation of C19H30N6O4 in the gas phase in a non-equilibrium geometry, from OMol25.

As for the SMILES: CCCCn1c(CN2CCN(C(=O)OCC)CC2)nc2c1c(=O)n(C)c(=O)n2C. As for the total energy: -37322.9546 eV. The HOMO-LUMO gap is 8.86 eV. The value obtained for the LUMO energy is 0.0253 hartree. The calculation puts the relative energy (zero: lowest compared OMol25 entry of this formula, charge and spin) at 9.0 kcal per mole. As for the molar mass: 406.49 g mol⁻¹. For the max |F|, the calculation gives 1.364 eV Å⁻¹.

Atoms and positions in Å:
C  2.55  4.77  1.29
C  2.88  3.36  0.80
C  1.73  2.38  1.01
C  0.49  2.76  0.18
N  -0.33  1.61  -0.12
C  -0.70  1.11  -1.32
N  -1.47  0.04  -1.20
C  -1.58  -0.18  0.12
C  -0.90  0.79  0.83
C  -0.94  0.83  2.26
O  -0.48  1.69  3.00
N  -1.62  -0.28  2.78
C  -2.27  -1.29  2.09
O  -2.81  -2.20  2.67
N  -2.27  -1.19  0.71
C  -2.96  -2.17  -0.09
H  -3.35  -2.93  0.58
H  -3.78  -1.69  -0.63
H  -2.27  -2.60  -0.81
C  -1.69  -0.40  4.23
H  -1.17  0.46  4.66
H  -1.21  -1.33  4.54
H  -2.73  -0.42  4.55
C  -0.41  1.70  -2.67
N  0.35  0.88  -3.60
C  1.79  0.93  -3.44
C  2.29  0.18  -2.20
N  1.43  -0.96  -1.94
C  1.28  -1.38  -0.67
O  1.81  -0.84  0.27
O  0.49  -2.48  -0.56
C  0.45  -3.07  0.74
C  1.64  -3.98  0.98
H  2.56  -3.39  0.97
H  1.54  -4.46  1.95
H  1.70  -4.74  0.21
H  0.42  -2.27  1.49
H  -0.49  -3.63  0.76
C  0.78  -1.53  -3.10
H  1.56  -1.87  -3.79
C  -0.12  -0.48  -3.78
H  -1.13  -0.55  -3.38
H  -0.15  -0.69  -4.86
H  0.19  -2.39  -2.78
H  3.32  -0.17  -2.36
H  2.28  0.82  -1.32
H  2.11  1.97  -3.40
H  2.21  0.48  -4.35
H  0.09  2.66  -2.58
H  -1.39  1.87  -3.15
H  -0.12  3.48  0.74
H  0.79  3.22  -0.76
H  2.05  1.38  0.74
H  1.46  2.36  2.06
H  3.15  3.40  -0.27
H  3.75  2.99  1.34
H  3.42  5.41  1.21
H  1.75  5.21  0.71
H  2.24  4.74  2.33

Per-atom natural (NBO) charges, elementary charge units:
1. C -0.609
2. C -0.385
3. C -0.446
4. C -0.209
5. N -0.297
6. C 0.394
7. N -0.530
8. C 0.367
9. C -0.088
10. C 0.665
11. O -0.624
12. N -0.457
13. C 0.798
14. O -0.640
15. N -0.418
16. C -0.415
17. H 0.247
18. H 0.209
19. H 0.214
20. C -0.415
21. H 0.243
22. H 0.211
23. H 0.213
24. C -0.255
25. N -0.432
26. C -0.229
27. C -0.237
28. N -0.456
29. C 0.910
30. O -0.680
31. O -0.534
32. C -0.070
33. C -0.634
34. H 0.222
35. H 0.218
36. H 0.208
37. H 0.200
38. H 0.191
39. C -0.234
40. H 0.185
41. C -0.240
42. H 0.237
43. H 0.189
44. H 0.244
45. H 0.195
46. H 0.225
47. H 0.207
48. H 0.197
49. H 0.210
50. H 0.226
51. H 0.220
52. H 0.200
53. H 0.246
54. H 0.241
55. H 0.183
56. H 0.208
57. H 0.209
58. H 0.195
59. H 0.208

---

(5)
The following is a quantum chemistry calculation of C37H32BN7O2PtS2 as an isolated structure in a non-equilibrium geometry, from OMol25.

As for the total energy: -78993.4173 eV. The HOMO-LUMO gap (spin up / spin down) is 4.92 / 4.29 eV. The value obtained for the LUMO energy (spin up / spin down) is -0.3290 / -0.3409 hartree. As for the molar mass: 876.73 g mol⁻¹. The net charge is +2. For the max |F|, the calculation gives 2.269 eV Å⁻¹.

Atoms and positions in Å:
Pt  -0.48  0.43  0.34
C  4.75  1.05  1.19
C  3.56  0.47  0.52
C  3.50  -0.50  -0.47
C  2.15  -0.70  -0.75
N  1.44  0.13  0.04
N  2.30  0.84  0.82
B  1.73  1.85  1.86
N  0.89  2.88  1.05
N  0.02  2.35  0.20
C  -0.56  3.30  -0.54
C  -0.04  4.52  -0.13
C  0.88  4.22  0.88
C  1.77  5.12  1.65
C  -1.42  2.85  -1.62
C  -2.59  3.52  -1.98
C  -3.34  3.04  -3.04
C  -2.93  1.89  -3.73
C  -1.78  1.22  -3.36
C  -1.02  1.70  -2.31
N  0.77  1.05  2.79
N  -0.02  0.13  2.22
C  -0.70  -0.55  3.17
C  -0.34  -0.02  4.40
C  0.59  0.97  4.13
C  1.37  1.81  5.07
C  -1.48  -1.72  2.80
C  -2.64  -2.07  3.50
C  -3.29  -3.24  3.17
C  -2.80  -4.07  2.17
C  -1.64  -3.73  1.48
C  -0.98  -2.55  1.80
C  1.53  -1.64  -1.71
C  2.32  -2.46  -2.52
C  1.71  -3.33  -3.41
C  0.32  -3.40  -3.51
C  -0.49  -2.59  -2.72
C  0.13  -1.73  -1.84
H  5.65  0.62  0.76
H  4.79  2.13  1.05
H  4.75  0.85  2.25
H  4.34  -1.00  -0.92
H  2.60  2.39  2.47
H  -0.25  5.49  -0.54
H  1.59  6.15  1.35
H  1.58  5.03  2.72
H  2.81  4.89  1.46
H  -2.89  4.41  -1.46
H  -4.23  3.55  -3.34
H  -3.53  1.53  -4.56
H  -1.45  0.35  -3.91
H  -0.03  1.28  -2.12
H  -0.64  -0.37  5.37
H  1.07  1.60  6.09
H  2.44  1.61  4.97
H  1.21  2.87  4.87
H  -3.02  -1.43  4.28
H  -4.19  -3.52  3.71
H  -3.31  -4.99  1.93
H  -1.24  -4.38  0.72
H  -0.01  -2.35  1.35
H  3.40  -2.43  -2.47
H  2.33  -3.96  -4.03
H  -0.13  -4.09  -4.21
H  -1.56  -2.64  -2.78
H  -0.48  -1.06  -1.18
O  -3.51  0.21  -1.61
S  -3.68  -0.14  -0.23
O  -3.60  -1.49  0.19
N  -2.46  0.77  0.65
C  -3.03  1.66  1.46
S  -2.21  2.75  2.46
C  -4.51  1.64  1.43
C  -5.39  2.41  2.17
C  -6.75  2.22  1.97
C  -7.22  1.28  1.05
C  -6.34  0.50  0.31
C  -4.99  0.71  0.53
H  -5.04  3.14  2.88
H  -7.47  2.80  2.54
H  -8.28  1.15  0.92
H  -6.69  -0.22  -0.40

Per-atom Mulliken charges, elementary charge units:
1. Pt -0.769
2. C -1.470
3. C 0.673
4. C -1.495
5. C 0.415
6. N 0.321
7. N 0.824
8. B -1.171
9. N 0.753
10. N -0.032
11. C -0.125
12. C -1.143
13. C 0.787
14. C -1.413
15. C 0.233
16. C -0.738
17. C -0.734
18. C -0.584
19. C -0.575
20. C -0.110
21. N 0.911
22. N 0.279
23. C -0.443
24. C -1.217
25. C 0.775
26. C -1.425
27. C 0.588
28. C -0.691
29. C -0.822
30. C -0.572
31. C -0.781
32. C 0.176
33. C 1.479
34. C -1.110
35. C -0.847
36. C -0.576
37. C -1.385
38. C 1.512
39. H 0.425
40. H 0.299
41. H 0.299
42. H 0.600
43. H 0.013
44. H 0.623
45. H 0.424
46. H 0.259
47. H 0.281
48. H 0.552
49. H 0.473
50. H 0.452
51. H 0.528
52. H 0.864
53. H 0.636
54. H 0.420
55. H 0.289
56. H 0.264
57. H 0.510
58. H 0.469
59. H 0.448
60. H 0.494
61. H 0.605
62. H 0.444
63. H 0.439
64. H 0.475
65. H 0.559
66. H -0.468
67. O -0.412
68. S 0.567
69. O -0.522
70. N 1.088
71. C 1.149
72. S -0.445
73. C 0.081
74. C -0.929
75. C -0.612
76. C -0.713
77. C -0.893
78. C 0.441
79. H 0.527
80. H 0.457
81. H 0.469
82. H 0.573